Density functional theory data (ωB97M-V/def2-TZVPD) for a molecular structure, C18H26BCrN8S.

## Properties
Frontier orbital gap (spin up / spin down) in eV: 8.66 / 5.30
LUMO level (spin up / spin down) in eV: -5.9 / -9.5
Energy relative to the best compared isomer or geometry (same formula, charge and spin) in kJ/mol: 0.0
Multiplicity: 6
Charge: +2

Each line ends with the Löwdin charge.
CARTESIAN COORDINATES (ANGSTROEM)
Cr1 0.19947 -0.59690 1.81063  0.7335
C1 3.78131 -1.69363 1.27964  -0.0183
C2 2.97231 -1.06236 0.19881  -0.3167
C3 3.26402 -0.97462 -1.16882  0.0234
C4 2.20842 -0.29426 -1.72077  -0.0405
N1 1.33638 0.02640 -0.74130  0.0164
N2 1.80424 -0.46421 0.44588  -0.0004
B1 0.01438 0.82976 -0.82839  -0.6210
N3 -0.07100 1.85369 0.32125  0.0183
C5 -0.46353 3.14393 0.32562  -0.0268
C6 -0.58868 3.56422 1.62906  0.0316
C7 -0.27359 2.44324 2.40699  -0.2943
C8 -0.24173 2.29953 3.89065  0.0010
N4 0.02736 1.42313 1.60347  -0.0251
N5 -1.21879 -0.08747 -0.77588  0.0323
C9 -2.25427 -0.34564 -1.60135  -0.0309
C10 -3.16136 -1.13776 -0.93947  0.0206
C11 -2.61450 -1.33577 0.33256  -0.3205
C12 -3.19183 -2.09778 1.47621  -0.0089
N6 -1.44298 -0.71161 0.42513  0.0135
N7 0.15010 1.68490 -2.13739  0.0395
C13 1.20916 2.61025 -2.33297  0.0332
C14 1.02975 3.18840 -3.54523  0.0496
C15 -0.13421 2.59481 -4.06993  -0.1860
C16 -0.83644 2.79476 -5.33482  0.0224
N8 -0.63560 1.66056 -3.14299  0.2160
H1 4.84135 -1.52592 1.09920  0.0975
H2 3.62022 -2.77180 1.31507  0.0817
H3 3.52895 -1.27713 2.25374  0.0809
H4 4.13480 -1.35291 -1.67542  0.1252
H5 2.02780 -0.02338 -2.74851  0.1341
H6 -0.63439 3.69128 -0.58767  0.1332
H7 -0.86799 4.54310 1.97679  0.1249
H8 -0.55847 3.22323 4.36793  0.0950
H9 0.76616 2.07075 4.23917  0.0940
H10 -0.91620 1.50905 4.22657  0.0868
H11 -2.28234 0.05315 -2.59791  0.1108
H12 -4.09771 -1.50985 -1.31655  0.1232
H13 -4.25377 -1.87932 1.57663  0.0998
H14 -2.70459 -1.82681 2.41373  0.0706
H15 -3.09938 -3.17456 1.32416  0.0884
H16 1.96666 2.73882 -1.57584  0.1549
H17 1.64516 3.93703 -4.01437  0.1400
H18 -0.34118 3.52694 -5.96499  0.1042
H19 -1.86666 3.11100 -5.13510  0.1206
H20 -0.91983 1.83914 -5.86393  0.1193
C17 -0.46643 -3.74961 3.45053  -0.3253
S1 0.67858 -2.97654 2.29015  0.7964
C18 0.28129 -3.82058 0.74576  -0.3131
H21 -1.49472 -3.67075 3.11098  0.0284
H22 -0.34323 -3.25248 4.41049  0.0559
H23 -0.18296 -4.79409 3.55909  0.0620
H24 0.52298 -4.87507 0.85865  0.0629
H25 0.91319 -3.38828 -0.02893  0.0455
H26 -0.76568 -3.68995 0.48394  0.0399